# C45H40N9O2P2SSe3W

A structure of composition C45H40N9O2P2SSe3W (ωB97M-V/def2-TZVPD, the Open Molecules 2025 dataset).

highest occupied orbital energy (spin up / spin down)	-14.22 / -14.22	eV
2S+1	3
electronic energy	-292074.64104	eV
net charge	+3
energy above the lowest of the compared OMol25 structures with the same formula, charge and spin	0.0	kcal/mol
gap between HOMO and LUMO (spin up / spin down)	4.82 / 4.70	eV

Last column: Löwdin spin population.
Element x y z (Å)
W1 -0.5236 0.2037 0.0673  1.619
Se1 3.3622 -1.4848 4.7015  0.003
P1 3.9913 0.3555 3.8742  0.000
C1 5.6730 0.3686 3.2500  0.000
C2 6.6030 -0.4449 3.8904  0.000
C3 7.9385 -0.3821 3.5231  0.000
C4 8.3425 0.4843 2.5192  0.000
C5 7.4127 1.2899 1.8731  0.000
C6 6.0790 1.2357 2.2365  0.000
C7 3.8312 1.7825 4.9685  0.000
C8 4.1995 3.0491 4.5101  0.000
C9 4.2408 4.1153 5.3890  0.000
C10 3.9116 3.9274 6.7275  0.000
C11 3.5423 2.6733 7.1864  0.000
C12 3.5113 1.5974 6.3098  0.000
C13 2.9386 0.6498 2.4074  0.008
C14 1.6339 1.0704 2.1905  0.003
N1 1.3072 0.5732 0.9560  0.011
N2 2.3495 -0.0930 0.4592  0.023
N3 3.3250 -0.0449 1.2995  0.006
P2 0.3636 2.0326 3.0182  0.018
Se2 -1.1147 2.3357 1.3995  0.056
C15 -0.4502 1.1506 4.3545  0.004
C16 -1.8428 1.1359 4.4728  0.002
C17 -2.4309 0.5320 5.5731  0.001
C18 -1.6403 -0.0519 6.5586  0.001
C19 -0.2585 -0.0384 6.4408  0.000
C20 0.3376 0.5653 5.3436  0.001
C21 0.9559 3.6078 3.5726  0.002
C22 0.6241 4.0687 4.8449  0.002
C23 0.9596 5.3663 5.2027  0.000
C24 1.6099 6.1892 4.2970  0.002
C25 1.9514 5.7214 3.0308  0.000
C26 1.6240 4.4324 2.6622  0.003
H1 6.2849 -1.1298 4.6660  0.000
H2 8.6615 -1.0135 4.0202  0.000
H3 9.3844 0.5293 2.2334  0.000
H4 7.7298 1.9566 1.0829  0.000
H5 5.3600 1.8544 1.7136  0.000
H6 4.4934 3.1978 3.4778  0.000
H7 4.5526 5.0901 5.0394  0.000
H8 3.9626 4.7600 7.4167  0.000
H9 3.3116 2.5229 8.2323  0.000
H10 3.2784 0.6015 6.6686  0.000
H11 -2.4657 1.6117 3.7260  0.002
H12 -3.5077 0.5389 5.6762  0.000
H13 -2.1053 -0.5073 7.4231  0.000
H14 0.3655 -0.4903 7.2009  0.000
H15 1.4169 0.5621 5.2711  0.000
H16 0.1076 3.4306 5.5498  0.000
H17 0.7064 5.7323 6.1879  0.000
H18 1.8581 7.2042 4.5764  0.000
H19 2.4633 6.3696 2.3330  0.000
H20 1.8763 4.0693 1.6723  0.001
C27 2.0354 2.3363 -3.3652  0.000
O1 0.5694 2.4379 -3.3027  0.005
C28 -0.0408 1.7960 -2.3763  0.010
O2 0.5226 1.0870 -1.5062  0.032
N4 -1.3884 1.8965 -2.3935  0.004
N5 -2.0556 1.1930 -1.3835  0.007
H21 2.2912 2.7816 -4.3185  0.000
H22 2.3196 1.2886 -3.3194  0.000
H23 2.4518 2.9029 -2.5379  0.000
H24 -1.8851 2.5075 -3.0285  0.000
H25 -2.6332 0.4663 -1.8131  0.002
H26 -2.6579 1.8339 -0.8623  0.002
Se3 -4.2831 -0.8909 1.1867  -0.005
N6 -3.9465 -1.8176 2.6461  0.017
C29 -2.6404 -1.9049 2.8100  0.003
C30 -1.8795 -2.5192 3.8609  0.025
C31 -0.5244 -2.4067 3.8007  -0.004
C32 0.1346 -1.6931 2.7475  0.024
N7 -0.5399 -1.1460 1.7587  0.004
C33 -1.8944 -1.2637 1.7925  0.016
N8 -2.5315 -0.6523 0.8165  -0.008
H27 -2.3788 -3.0438 4.6639  0.001
H28 0.1101 -2.8361 4.5633  0.000
H29 1.2177 -1.5900 2.7750  0.000
N9 -0.5474 -1.4859 -1.2231  0.068
S1 -1.1073 -1.5385 -2.7396  0.013
C34 0.2702 -1.9731 -3.7819  0.006
C35 1.5597 -1.9101 -3.2754  0.000
C36 2.6157 -2.2128 -4.1270  0.000
C37 2.3722 -2.5551 -5.4488  0.000
C38 1.0711 -2.5967 -5.9395  0.000
C39 0.0053 -2.3025 -5.1072  0.001
C40 -2.1930 -2.9220 -2.8775  0.001
C41 -1.6993 -4.2220 -2.8196  0.000
C42 -2.5954 -5.2744 -2.8876  0.000
C43 -3.9576 -5.0231 -3.0226  0.000
C44 -4.4365 -3.7220 -3.0940  0.000
C45 -3.5499 -2.6580 -3.0218  0.001
H30 -0.2754 -2.4085 -0.8889  0.008
H31 1.7446 -1.6288 -2.2463  0.000
H32 3.6288 -2.1853 -3.7500  0.000
H33 3.1990 -2.7936 -6.1033  0.000
H34 0.8884 -2.8649 -6.9706  0.000
H35 -1.0092 -2.3482 -5.4837  0.000
H36 -0.6346 -4.4098 -2.7500  0.000
H37 -2.2341 -6.2928 -2.8527  0.000
H38 -4.6492 -5.8516 -3.0902  0.000
H39 -5.4936 -3.5396 -3.2274  0.000
H40 -3.9120 -1.6405 -3.1200  0.000


# C45H41BN8Rh

A structure of composition C45H41BN8Rh in a non-equilibrium geometry (ωB97M-V/def2-TZVPD, the Open Molecules 2025 dataset).

highest occupied orbital energy (spin up / spin down)	-10.32 / -10.31	eV
2S+1	1
electronic energy	-62931.34187	eV
net charge	+1
gap between HOMO and LUMO (spin up / spin down)	6.18 / 6.18	eV

Last column: Mulliken charge in e.
Element x y z (Å)
Rh1 -0.5339 0.3288 -0.0944  0.007
C1 1.4145 4.8967 2.1841  -1.458
C2 0.3976 3.8483 1.8868  0.640
C3 -0.9163 3.8041 2.2992  -1.532
C4 -1.4467 2.6053 1.8005  -0.120
N1 -0.4799 1.9858 1.0984  1.259
N2 0.6356 2.7304 1.1761  0.312
B1 2.0315 2.1470 0.8736  -1.596
N3 2.2275 0.9016 1.7667  0.354
N4 1.4806 -0.1961 1.5680  0.898
C5 1.9864 -1.1479 2.3567  -0.135
C6 3.0662 -0.6334 3.0955  -1.520
C7 3.2014 0.6724 2.6760  0.804
C8 4.2079 1.6890 3.0988  -1.339
C9 1.5424 -2.5506 2.3850  -0.117
C10 1.2596 -3.2319 1.2008  1.091
C11 0.9112 -4.5733 1.2220  -0.376
C12 0.8502 -5.2532 2.4290  -0.702
C13 1.1389 -4.5872 3.6132  -0.868
C14 1.4816 -3.2446 3.5943  -0.765
N5 2.2179 1.6643 -0.5778  0.475
N6 1.5943 0.5712 -1.0679  0.887
C15 2.2105 0.2461 -2.2196  -0.184
C16 3.2517 1.1586 -2.4510  -1.384
C17 3.2224 2.0404 -1.3942  0.421
C18 4.1157 3.2093 -1.1547  -1.480
C19 1.7956 -0.8155 -3.1308  0.295
C20 2.0960 -0.7678 -4.4408  -0.516
C21 1.6532 -1.7853 -5.3811  -0.899
C22 0.9447 -2.8517 -5.0016  -1.314
C23 0.5231 -3.0469 -3.5875  0.090
C24 0.9182 -1.9000 -2.6211  0.693
C25 -2.8271 2.1347 2.0323  0.892
C26 -3.6360 2.8463 2.9218  -1.440
C27 -4.9538 2.4851 3.1440  -0.743
C28 -5.4982 1.3813 2.5064  -0.687
C29 -4.7097 0.6490 1.6329  -1.444
C30 -3.4006 1.0300 1.3943  0.528
H1 0.9216 5.7534 2.6376  0.411
H2 1.9261 5.2223 1.2795  0.269
H3 2.1649 4.5260 2.8837  0.207
H4 -1.4118 4.5498 2.8947  0.541
H5 2.8528 2.9624 1.1257  -0.056
H6 3.6840 -1.1636 3.8010  0.586
H7 4.8458 1.2635 3.8698  0.386
H8 3.7245 2.5793 3.5018  0.194
H9 4.8375 1.9929 2.2617  0.220
H10 1.3435 -2.6918 0.2662  0.117
H11 0.7029 -5.0910 0.2930  0.454
H12 0.5871 -6.3028 2.4495  0.433
H13 1.1042 -5.1208 4.5541  0.430
H14 1.6951 -2.7211 4.5176  0.527
H15 3.9632 1.1516 -3.2585  0.565
H16 4.7293 3.3742 -2.0373  0.470
H17 4.7765 3.0346 -0.3047  0.209
H18 3.5391 4.1126 -0.9587  0.250
H19 2.6854 0.0537 -4.8273  0.464
H20 1.9334 -1.6696 -6.4200  0.416
H21 0.6443 -3.6065 -5.7193  0.445
H22 0.7819 -4.0497 -3.2378  0.586
H23 1.2730 -2.2535 -1.6527  0.288
H24 -3.2297 3.6902 3.4613  0.378
H25 -5.5616 3.0706 3.8211  0.421
H26 -6.5247 1.0929 2.6880  0.433
H27 -5.1219 -0.2143 1.1254  0.507
H28 -2.8310 0.4791 0.6576  1.335
N7 -1.3369 -1.1391 1.5232  -0.237
C31 -1.9292 -2.2342 0.8198  1.077
C32 -2.7238 -3.1571 1.4430  -0.400
C33 -3.1960 -4.2952 0.7468  -0.976
C34 -2.8453 -4.4967 -0.5501  -1.152
C35 -2.0541 -3.5437 -1.2628  1.125
C36 -1.7620 -3.7165 -2.5834  -1.736
C37 -0.9992 -2.7158 -3.3364  -0.280
C38 -0.5737 -1.4760 -2.5124  -0.345
N8 -0.9932 -1.3301 -1.1556  0.680
C39 -1.6178 -2.3386 -0.5620  -0.596
H29 -1.9067 -0.8430 2.3084  0.425
H30 -0.4346 -1.4290 1.8896  -0.096
H31 -2.9631 -3.0124 2.4893  0.536
H32 -3.8163 -5.0203 1.2552  0.458
H33 -3.1795 -5.3809 -1.0778  0.462
H34 -2.1117 -4.6036 -3.1007  0.475
H35 -1.5044 -2.4688 -4.2733  0.552
H36 -0.7580 -0.5528 -3.0554  -0.112
C40 -1.8674 3.6955 -3.4296  -0.786
C41 -2.6054 3.4772 -2.2798  -0.903
C42 -2.2402 2.4822 -1.3817  -0.698
C43 -1.1328 1.6697 -1.6069  1.831
C44 -0.4268 1.8711 -2.7891  0.582
C45 -0.7827 2.8746 -3.6834  -1.148
H37 -2.1326 4.4901 -4.1145  0.410
H38 -3.4784 4.0822 -2.0687  0.484
H39 -2.8627 2.3705 -0.5114  0.146
H40 0.4207 1.2702 -3.0635  0.264
H41 -0.1958 3.0061 -4.5839  0.449


Q: Which of these has the highest electronic energy?
A: C45H41BN8Rh


Q: Number 2 is which compound?
A: C45H41BN8Rh


Q: electronic energy of number 1 (C45H40N9O2P2SSe3W)?
A: -292074.64104 eV